C28H21N2O4S3Sn | ωB97M-V/def2-TZVPD

```
59
Properties=species:S:1:pos:R:3:forces:R:3
Sn -1.0040 -0.1019 1.4517 0.02 0.26 0.09
C 2.4829 0.9221 3.9277 0.03 -0.04 -0.07
O 2.1880 0.5634 2.5651 0.01 0.08 -0.02
C 3.0509 0.9316 1.5866 -0.05 -0.10 0.18
C 4.4294 0.9867 1.6417 0.01 0.04 -0.02
C 5.1946 1.3237 0.5069 -0.02 -0.01 -0.01
C 4.6249 1.5853 -0.7179 0.03 -0.01 0.01
C 3.2291 1.5091 -0.7885 -0.03 0.05 -0.06
C 2.2425 1.6491 -1.8023 0.01 -0.01 -0.09
N 1.0605 1.4476 -1.2856 0.11 -0.01 0.19
N -0.0976 1.5020 -1.9441 -0.19 0.15 0.11
C -1.2605 1.4641 -1.3283 0.08 -0.19 -0.28
O -1.4815 1.2822 -0.0752 0.22 0.12 0.09
C -2.4321 1.6578 -2.2135 -0.03 0.03 0.02
C -2.3016 1.6433 -3.6011 0.00 -0.03 0.01
C -3.4196 1.8107 -4.3987 -0.02 -0.01 0.01
C -4.6672 2.0025 -3.8187 0.00 -0.01 -0.01
C -4.7995 2.0231 -2.4371 0.02 0.01 0.01
C -3.6848 1.8467 -1.6344 0.00 0.04 -0.04
C 2.4994 1.2086 0.3429 -0.11 -0.05 0.00
O 1.1644 1.1803 0.0791 -0.18 -0.08 -0.03
H 2.2191 0.0710 4.5488 0.00 0.01 0.00
H 1.8812 1.7882 4.1998 0.01 0.00 -0.01
H 3.5353 1.1564 4.0603 0.00 -0.01 0.03
H 4.9399 0.7530 2.5656 0.02 0.01 -0.02
H 6.2700 1.3600 0.6099 0.00 0.00 0.01
H 5.2250 1.8285 -1.5823 0.00 0.00 0.00
H 2.3182 1.8699 -2.8540 -0.01 0.01 0.01
H -1.3300 1.4846 -4.0463 0.00 0.00 0.00
H -3.3198 1.7907 -5.4754 0.00 0.00 0.00
H -5.5385 2.1364 -4.4462 0.00 0.00 0.00
H -5.7700 2.1787 -1.9857 -0.01 0.00 0.00
H -3.7778 1.8630 -0.5575 -0.01 0.01 0.00
O -0.6733 -1.6221 0.3271 0.01 -0.26 0.10
C -0.6152 -2.4642 -0.8038 0.01 0.00 -0.12
C -1.9208 -2.3658 -1.5754 -0.01 -0.04 0.02
C -2.9308 -1.4679 -1.4133 0.03 -0.07 -0.03
C -4.0126 -1.6758 -2.3131 -0.02 -0.01 0.00
C -3.8028 -2.7430 -3.1274 0.00 0.00 0.01
S -2.3097 -3.5101 -2.8003 0.00 0.02 -0.03
C -0.4101 -3.8912 -0.3293 0.02 0.07 0.07
C 0.5347 -4.7930 -0.7120 -0.01 -0.05 -0.02
C 0.3768 -6.0580 -0.0757 0.00 0.03 -0.03
C -0.6826 -6.0790 0.7736 -0.01 0.01 0.01
S -1.5016 -4.5769 0.8106 -0.01 0.01 -0.01
C 0.5839 -2.0344 -1.6311 0.01 0.00 -0.08
C 1.8284 -1.7865 -1.1289 0.11 -0.03 0.01
C 2.7819 -1.4794 -2.1367 -0.01 -0.05 0.04
C 2.2321 -1.4995 -3.3837 -0.03 0.01 -0.04
S 0.5723 -1.9006 -3.3412 -0.03 0.11 0.02
H -2.9215 -0.6852 -0.6715 -0.02 0.02 -0.03
H -4.9005 -1.0602 -2.3434 0.03 -0.01 -0.01
H -4.4493 -3.1317 -3.8973 -0.01 0.00 0.00
H 1.3130 -4.5699 -1.4276 0.00 -0.01 0.00
H 1.0241 -6.9051 -0.2471 0.00 0.00 0.00
H -1.0275 -6.8960 1.3864 0.01 0.00 0.00
H 2.0586 -1.8771 -0.0754 -0.01 0.03 0.01
H 3.8265 -1.2776 -1.9443 0.00 -0.01 0.00
H 2.7172 -1.3206 -4.3299 0.02 -0.01 0.00
```
Forces are in eV/Å.

Results
* highest occupied orbital energy: -10.718 eV
* net charge: +1
* orbital gap: 6.878 eV
* DFT total energy: -78875.7854 eV
* strongest force on any atom: 0.00682 hartree/bohr
* LUMO level: -3.840 eV



C28H22AuGeN12O3S | ωB97M-V/def2-TZVPD

```
68
Properties=species:S:1:pos:R:3:forces:R:3
Au 0.0333 -0.4445 0.0939 0.01 0.02 -0.02
N -1.5518 -3.4829 0.3659 0.00 0.00 0.00
C -1.2679 -2.8684 1.5844 -0.01 0.00 -0.01
N -1.7088 -3.3112 2.7356 0.04 -0.03 -0.01
N -1.2244 -2.4206 3.6290 -0.07 0.04 0.01
N -0.5475 -1.5009 3.0419 0.06 -0.03 0.01
N -0.5399 -1.7647 1.7137 -0.03 0.01 -0.01
C -1.0353 -3.1447 -0.8253 -0.01 -0.01 0.01
N -1.1815 -3.9068 -1.9294 0.00 -0.01 -0.01
N -0.5303 -3.3019 -2.8835 0.00 0.00 0.01
N -0.0227 -2.2127 -2.4168 0.01 0.00 -0.03
N -0.3143 -2.0537 -1.1079 -0.01 0.00 0.02
H -2.0790 -4.3424 0.4040 0.00 0.00 0.00
C -2.0542 1.3626 -1.8463 0.00 -0.01 0.00
Ge -0.1184 1.1218 -1.8446 0.01 0.00 0.03
C 0.4400 0.0291 -3.3565 -0.01 0.00 0.00
C 0.4179 0.5619 -4.6091 0.00 0.00 0.01
C 0.8592 -0.1524 -5.7425 0.00 0.00 0.00
C 1.3562 -1.4660 -5.5933 0.00 0.00 0.00
C 1.4075 -2.0681 -4.3839 0.00 0.00 0.00
C 0.9714 -1.3585 -3.1442 0.00 0.00 0.00
C 0.8308 2.7652 -1.5713 0.01 -0.01 0.00
C 0.0809 3.8767 -1.2555 -0.01 0.01 0.00
C 0.6891 5.1099 -0.9487 -0.02 0.00 0.00
C 2.0512 5.2101 -0.9176 0.08 -0.05 -0.01
C 2.8603 4.0816 -1.2112 -0.04 -0.01 -0.01
C 4.2719 4.1697 -1.1072 0.00 0.00 0.00
C 5.0519 3.0789 -1.3691 0.01 0.00 0.00
C 4.4585 1.8582 -1.7559 0.00 0.00 0.00
C 3.0990 1.7477 -1.8546 0.00 0.01 0.00
C 2.2563 2.8515 -1.5703 0.00 0.01 -0.02
H -2.3382 1.9970 -2.6873 0.01 0.00 0.00
H -2.3961 1.8353 -0.9262 0.00 0.00 0.00
H -2.5517 0.3996 -1.9569 0.00 0.00 0.00
H 0.0661 1.5789 -4.7500 0.00 0.00 0.00
H 0.8231 0.3083 -6.7188 0.00 0.00 0.00
H 1.7080 -2.0020 -6.4648 0.00 0.00 0.00
H 1.7906 -3.0729 -4.2727 0.00 0.00 0.00
H 1.8124 -1.3246 -2.4331 0.00 0.00 0.00
H -1.0026 3.8170 -1.2428 0.00 0.00 0.00
H 0.0781 5.9737 -0.7202 0.01 0.00 0.00
H 2.5344 6.1435 -0.6494 -0.05 0.02 0.01
H 4.6945 5.1100 -0.7728 0.00 0.00 0.01
H 6.1277 3.1463 -1.2772 0.00 0.00 0.00
H 5.0862 1.0032 -1.9750 0.00 0.00 0.00
H 2.6601 0.8035 -2.1607 0.00 -0.01 0.00
O 2.6943 8.1292 0.4008 -0.02 0.04 -0.03
S 3.6066 7.6394 1.4263 0.07 -0.12 0.03
O 4.4466 6.5427 0.9689 0.01 0.02 0.01
O 4.2649 8.6329 2.2305 -0.03 0.05 -0.02
C 2.4061 6.8307 2.5294 -0.04 0.10 0.02
N 1.7337 7.5805 3.4060 0.06 -0.02 0.04
C 0.7832 6.9748 4.0977 -0.03 -0.03 0.01
C 0.4372 5.6399 3.9044 0.01 0.01 0.01
C 1.1830 4.9661 2.9565 0.02 0.00 -0.02
N 2.1827 5.5461 2.3005 -0.04 -0.03 -0.05
C 0.9205 3.5792 2.4978 0.00 0.00 0.01
C -0.3379 2.9861 2.5502 0.00 -0.01 0.00
C -0.5480 1.7891 1.9046 0.01 0.01 0.02
N 0.4386 1.1772 1.2316 -0.02 0.00 -0.01
C 1.6803 1.6914 1.2543 0.00 0.00 -0.01
C 1.9532 2.8818 1.8783 0.01 0.00 0.00
H 0.2579 7.5791 4.8299 0.00 0.00 0.00
H -0.3554 5.1732 4.4723 -0.01 0.01 0.00
H -1.1699 3.4737 3.0378 -0.01 0.00 0.00
H -1.5145 1.3054 1.8972 0.00 0.00 0.00
H 2.4438 1.1509 0.7147 0.00 0.00 0.00
H 2.9422 3.3155 1.8263 0.00 0.00 0.00
```
Forces are in eV/Å.

Results
* highest occupied orbital energy (alpha / beta): -8.131 / -8.131 eV
* net charge: 0
* orbital gap (alpha / beta): 6.327 / 5.682 eV
* DFT total energy: -124455.8930 eV
* 2S+1: 2
* strongest force on any atom: 0.00272 hartree/bohr
* LUMO level (alpha / beta): -1.804 / -2.449 eV
* expectation value of S²: 0.7904



C28H22Cl3IN10O2SSr | ωB97M-V/def2-TZVPD

```
68
Properties=species:S:1:pos:R:3:forces:R:3
Sr 0.9716 1.1607 -1.1172 0.95 -0.78 0.59
C -1.8422 -0.1241 -4.5217 -1.18 1.60 -0.33
C -2.8722 0.9141 -4.4761 1.12 -1.47 0.53
C -3.2010 1.4448 -3.2508 0.18 -0.65 0.63
C -2.4035 1.1576 -2.0849 0.40 -0.75 -2.11
N -1.3875 0.2856 -2.1771 -0.34 -0.15 -0.18
C -1.1769 -0.3689 -3.3501 -0.79 0.95 0.40
N -2.7467 1.8974 -0.9985 -1.08 0.48 0.14
C -2.1565 1.9530 0.1283 2.57 -1.65 0.15
N -0.9746 1.2836 0.5295 -1.73 1.01 -0.49
C -0.7832 1.6112 1.8158 2.82 -1.22 1.05
N 0.1233 1.1286 2.6492 -2.44 1.78 0.78
C 1.1543 0.3135 2.5160 3.01 -2.65 -1.86
C 1.8641 -0.1983 3.6611 -2.38 1.07 0.45
C 3.0911 -0.7890 3.6133 0.28 -0.55 -1.54
C 3.5786 -1.1449 2.3448 -0.56 1.25 -0.90
C 2.8350 -0.6853 1.2060 0.70 -1.22 0.41
N 1.6749 -0.0525 1.2673 -0.61 1.20 1.39
C -1.7356 2.6311 2.2955 -0.81 -0.55 -0.54
C -1.9608 3.2690 3.4864 -0.50 0.47 0.71
C -3.1317 4.0322 3.6433 0.40 -0.02 0.14
C -4.0579 4.0928 2.5979 0.07 0.61 0.07
C -3.7696 3.5104 1.3504 -1.29 0.28 0.33
C -2.6351 2.7586 1.2377 -0.19 0.76 0.64
H -1.5372 -0.6527 -5.4434 -0.34 0.52 0.58
H -3.3742 1.2558 -5.3684 -0.18 -0.20 -0.14
H -4.0986 2.0212 -3.0293 0.40 0.33 -0.52
H -0.3904 -1.0841 -3.3726 0.68 -0.53 0.30
H 1.3256 -0.1559 4.6214 0.47 0.62 -0.35
H 3.6367 -0.9079 4.5378 0.08 -0.55 0.01
H 4.5245 -1.6416 2.1791 0.06 0.13 0.09
H 3.2037 -0.8788 0.1607 -0.18 0.13 1.21
H -1.3284 3.1959 4.3572 0.46 -0.24 -0.20
H -3.2259 4.5774 4.6144 -0.39 -0.53 -1.02
H -4.9921 4.6454 2.7425 0.33 -0.12 -0.14
H -4.4847 3.5910 0.5189 0.43 -0.08 0.38
N -2.0590 -4.1754 -0.1376 1.07 -0.03 -0.79
C -3.2081 -3.7813 0.4777 -1.22 -0.13 0.43
C -3.0822 -2.4249 0.6360 -0.47 -0.10 0.87
N -1.8912 -1.9710 0.1913 0.57 -0.22 -0.81
C -1.2777 -2.9973 -0.3282 -1.01 -1.55 -0.08
C -0.0686 -2.9969 -1.1378 1.05 1.69 1.12
N 0.8333 -2.0038 -1.1187 -0.54 -1.33 -0.97
C 1.8614 -2.4424 -1.9552 -0.64 0.97 0.69
C 1.5792 -3.6808 -2.4220 0.83 -0.68 -0.78
N 0.3536 -4.0211 -1.9036 -0.32 -1.23 -0.29
H -1.8782 -5.1513 -0.4173 0.07 1.21 0.26
H -4.0309 -4.4861 0.7507 1.05 0.81 -0.34
H -3.7385 -1.7152 1.1068 -0.32 -0.15 0.08
H 2.6554 -1.7260 -2.1743 0.10 -0.58 -0.04
H 2.1615 -4.3581 -3.0639 -0.55 0.49 0.40
H -0.1219 -4.9036 -2.0874 0.22 0.68 0.17
Cl -0.4405 6.0200 -3.4480 0.08 -0.66 -0.28
C 0.8457 4.7403 -3.7364 -1.03 -0.82 1.24
C 0.6358 3.4518 -2.8567 0.86 0.63 1.87
O 1.3747 3.3761 -1.7931 -1.36 1.07 -2.32
O -0.2018 2.5960 -3.2036 0.47 0.42 -0.20
H 1.7075 5.2616 -3.3983 0.93 0.00 -0.17
H 0.8155 4.4059 -4.7569 0.06 0.40 -0.52
I 3.9550 0.4469 -2.6138 -0.07 -0.09 -0.33
S 5.9144 3.1997 0.8226 0.71 -0.03 0.20
C 4.3895 2.6497 0.5667 -1.99 0.20 -0.36
N 3.2562 2.4043 0.3621 1.03 -0.24 0.28
Cl 4.7171 -4.7942 2.4660 -0.39 -1.28 1.51
C 4.4795 -6.1295 3.8151 -0.07 2.60 -0.74
Cl 3.0312 -5.8106 4.8423 0.92 -0.21 -0.67
H 5.3915 -6.0339 4.4171 -0.55 -0.43 -0.25
H 4.3236 -6.9959 3.2140 0.07 -0.69 0.15
```
Forces are in eV/Å.

Results
* highest occupied orbital energy: -1.364 eV
* net charge: -2
* orbital gap: 4.745 eV
* DFT total energy: -105733.9911 eV
* strongest force on any atom: 0.08592 hartree/bohr
* LUMO level: 3.381 eV



C28H22Cl5N3O4S2W | ωB97M-V/def2-TZVPD

```
65
Properties=species:S:1:pos:R:3:forces:R:3
W 1.0131 1.5549 -1.0263 -2.68 -0.78 1.29
C -1.7549 -3.0114 3.5749 0.05 0.00 -0.08
C -2.8069 -2.7114 2.5404 -0.33 -0.34 0.16
C -4.0646 -3.3279 2.6474 0.17 0.52 -0.54
C -5.0621 -3.0785 1.7067 -0.02 -0.04 0.04
C -4.8166 -2.2065 0.6524 0.37 -0.03 0.19
C -3.5724 -1.5841 0.5371 -0.24 -0.01 0.01
C -2.5522 -1.8238 1.4717 -0.43 -0.21 -0.59
N -1.2770 -1.2038 1.3751 -0.71 0.06 1.18
C -0.7796 -0.5191 0.2794 0.28 0.14 -1.05
N -0.8794 -1.2640 -0.8749 0.14 -0.13 0.25
C -0.3614 -0.9857 -2.1545 0.11 0.85 -1.86
C 0.3333 0.2013 -2.4181 0.68 -1.25 0.18
C 0.8086 0.5155 -3.6890 -1.07 -1.18 -0.78
C 0.5775 -0.3573 -4.7439 -0.08 0.13 -0.11
C -0.1348 -1.5348 -4.5212 0.05 0.26 0.65
C -0.6192 -1.8552 -3.2387 0.01 -0.06 -0.40
C -1.4019 -3.1287 -3.0610 -0.01 0.04 0.03
N -0.2192 0.6562 0.3315 -0.42 -3.10 0.74
C -0.1159 1.3368 1.5526 -2.50 0.73 1.62
C 1.0470 1.1779 2.3158 -1.49 -0.88 0.88
C 1.1845 1.8158 3.5481 -1.93 0.69 2.44
C 0.1581 2.6263 4.0247 0.76 -0.62 -0.53
C -0.9973 2.8096 3.2635 -0.34 0.21 -0.41
C -1.1382 2.1835 2.0150 0.20 -0.01 0.32
C -2.3922 2.3918 1.2141 -0.01 0.10 -0.24
H -2.0855 -3.7897 4.2709 -0.08 0.16 -0.14
H -1.5331 -2.1131 4.1597 0.22 -0.12 -0.04
H -0.8387 -3.3710 3.0952 0.02 0.26 0.11
H -4.2745 -4.0108 3.4680 0.19 0.13 -0.07
H -6.0316 -3.5609 1.8005 0.12 0.04 0.00
H -5.5948 -2.0006 -0.0780 0.15 0.01 0.08
H -3.4222 -0.8846 -0.2826 0.17 -0.11 0.20
H -1.0797 -0.7288 2.2505 0.55 0.28 -0.09
H -1.1527 -2.2226 -0.7209 -0.02 0.13 0.06
H 1.3515 1.4428 -3.8400 -0.15 -0.16 -0.14
H 0.9435 -0.1193 -5.7389 -0.02 -0.09 0.00
H -0.3180 -2.2028 -5.3603 -0.06 -0.06 0.22
H -1.5540 -3.6456 -4.0144 0.10 0.11 0.13
H -2.3918 -2.9128 -2.6459 0.02 -0.16 0.13
H -0.8659 -3.8124 -2.3950 -0.18 -0.11 0.08
H 1.8490 0.5491 1.9372 -2.85 -3.75 2.73
H 2.0926 1.6836 4.1297 -1.57 -0.24 0.23
H 0.2608 3.1265 4.9843 0.01 -0.08 -0.02
H -1.7863 3.4541 3.6448 -0.05 -0.05 -0.19
H -2.9256 3.2902 1.5425 0.06 -0.15 0.13
H -3.0610 1.5342 1.3325 -0.16 -0.01 -0.14
H -2.1616 2.5283 0.1526 0.02 -0.19 0.05
Cl 1.9887 3.7745 -1.2475 2.06 1.06 -1.26
C 3.1390 2.5614 -1.9867 2.67 -0.66 -1.58
C 2.8645 1.1548 -2.0222 0.03 2.57 1.15
C 3.7582 0.2578 -2.5907 -0.13 1.23 0.09
Cl 3.2998 -1.4044 -2.5641 0.31 -0.38 -0.07
C 4.9563 0.7214 -3.1450 -0.19 0.47 0.10
Cl 6.0679 -0.4125 -3.8545 -0.06 0.22 0.06
C 5.2499 2.1027 -3.1224 -0.12 -0.54 0.03
Cl 6.7451 2.6760 -3.8147 -0.25 -0.09 0.12
C 4.3446 3.0234 -2.5449 -0.97 -0.06 0.26
Cl 4.7216 4.7230 -2.5253 0.08 -0.19 -0.04
O -0.4518 2.3746 -1.4577 -0.06 1.67 -0.61
O 3.2969 2.7535 3.2086 2.00 0.25 -0.09
S 3.6807 1.5076 2.5558 2.78 0.35 -0.98
O 5.0031 1.4895 1.9425 -0.14 0.01 0.92
O 3.2736 0.2815 3.2314 1.25 0.10 0.44
S 2.4655 1.5039 0.9220 3.68 3.05 -5.25
```
Forces are in eV/Å.

Results
* highest occupied orbital energy: 0.459 eV
* net charge: -2
* orbital gap: 3.509 eV
* DFT total energy: -128156.5019 eV
* strongest force on any atom: 0.13808 hartree/bohr
* LUMO level: 3.968 eV